C21H24NPd | ωB97M-V/def2-TZVPD

calculated total energy = -996.779612 hartree
charge = +1
frontier orbital gap (alpha / beta) = 0.229 / 0.192 Eh
HOMO (alpha / beta) = -9.2078 / -11.4702 eV
spin multiplicity = 5

Each line ends with the Mulliken charge.
Cartesian coordinates (Å):
C -0.7802 1.2387 -2.9942  1.1081
C -0.1795 2.5045 -2.5609  -1.2155
C 0.0000 0.2140 -3.6837  -1.2294
C -2.2161 1.0471 -2.7418  -1.3086
H -0.4873 -0.0971 -4.6254  0.3603
H 0.1230 -0.6934 -3.0659  0.1093
H 1.0075 0.5794 -3.9238  0.4118
H -0.6656 3.3640 -3.0506  0.4089
H 0.8984 2.5647 -2.7515  0.3187
H -0.3227 2.6330 -1.4756  0.1600
H -2.8346 1.7403 -3.3382  0.4365
H -2.4554 1.2420 -1.6847  0.1963
H -2.5437 0.0263 -2.9682  0.3091
C 2.6037 -0.7141 1.2031  -0.7439
C 2.5339 -0.9122 -0.2237  -0.9668
C 2.1688 0.3139 -0.8253  0.1073
H 2.8356 -1.8248 -0.7371  0.5042
C 1.9322 1.2838 0.1830  -0.4519
C 2.1917 0.6719 1.4645  -0.6378
H 2.3086 1.1707 2.4215  0.7383
H 3.0138 -1.3860 1.9594  0.5626
H 2.1730 0.5133 -1.8962  0.6034
H 1.7051 2.3383 0.0157  0.5273
C -1.5897 -1.5436 1.3791  -0.7256
C -0.4870 -2.5136 1.3446  -0.8408
C -0.1265 -2.6743 -0.0486  -0.7976
H -0.1262 -3.0857 2.1970  0.6257
C -1.0278 -1.9122 -0.8308  -0.1848
C -1.9136 -1.2101 0.0251  -0.2730
H -2.7638 -0.6089 -0.2940  0.5317
H -2.1543 -1.2939 2.2720  0.6339
H 0.6309 -3.3608 -0.4185  0.5113
H -1.0836 -1.9255 -1.9170  0.7063
Pd 0.4682 -0.6308 1.4725  0.2538
N -0.8418 1.2146 2.2121  -0.5788
C -0.5984 0.8851 3.3246  0.2711
C -0.3668 0.5468 4.6916  0.8936
C -1.4520 0.5352 5.5875  -0.4080
C -1.2688 0.1214 6.9076  -0.5864
C 0.0106 -0.2467 7.3528  -0.3403
C 1.1003 -0.2155 6.4714  -0.7446
C 0.9151 0.1759 5.1453  -0.0804
H -2.4337 0.8497 5.2292  0.4610
H -2.1254 0.0955 7.5873  0.3863
H 0.1603 -0.5491 8.3921  0.3846
H 2.1017 -0.4915 6.8174  0.3947
H 1.7581 0.2068 4.4513  0.1980